Record 1
62
Properties=species:S:1:pos:R:3 method="wB97M-V/def2-TZVPD" lumo_energy_ev="-0.577 / -0.883" multiplicity=2 charge=0 de_lowest_ev=0.018
Ru -0.4377 0.0378 0.0503
O 3.0763 1.3853 0.8265
C 1.9825 1.6777 0.3921
O 0.8500 1.3946 0.9917
C 1.8790 2.5414 -0.8439
C 2.8457 3.5340 -0.9796
C 2.8296 4.4178 -2.0447
C 1.8423 4.3014 -3.0139
C 0.8856 3.3087 -2.9056
C 0.8843 2.4240 -1.8248
S -0.4001 1.2122 -1.8486
H 3.6207 3.5909 -0.2267
H 3.5865 5.1873 -2.1231
H 1.8198 4.9793 -3.8575
H 0.1202 3.2068 -3.6651
Se -0.2957 -1.4883 2.2351
P 1.6197 -2.0445 1.3898
Se 1.5310 -1.3957 -0.6854
C 2.9856 -1.2710 2.2889
C 2.8653 -1.0075 3.6484
C 3.9388 -0.4703 4.3418
C 5.1242 -0.1909 3.6762
C 5.2370 -0.4416 2.3166
C 4.1680 -0.9797 1.6190
C 1.9587 -3.8159 1.5193
C 2.5737 -4.4954 0.4752
C 2.8904 -5.8393 0.6207
C 2.5882 -6.5005 1.8013
C 1.9662 -5.8221 2.8421
C 1.6513 -4.4803 2.7032
H 1.9263 -1.1948 4.1544
H 3.8443 -0.2561 5.3984
H 5.9581 0.2391 4.2163
H 6.1514 -0.1975 1.7922
H 4.2362 -1.1329 0.5494
H 2.7930 -3.9787 -0.4509
H 3.3702 -6.3691 -0.1920
H 2.8332 -7.5490 1.9110
H 1.7232 -6.3405 3.7604
H 1.1539 -3.9517 3.5079
N -1.2790 2.5820 2.0733
C -2.3370 1.8345 1.8118
N -3.5006 2.1130 2.4082
C -4.5154 1.3211 2.0883
N -5.6981 1.5518 2.6818
N -4.4697 0.2864 1.2220
C -3.2894 0.0885 0.6821
N -2.1905 0.8085 0.9267
C -3.1308 -1.0066 -0.2990
C -4.2099 -1.7645 -0.7150
C -4.0092 -2.7398 -1.6759
C -2.7358 -2.9116 -2.1898
C -1.7023 -2.1220 -1.7154
N -1.8878 -1.1924 -0.7772
H -1.3833 3.2947 2.7736
H -0.3544 2.3044 1.7145
H -5.7933 2.3357 3.3000
H -6.4920 0.9949 2.4268
H -5.1779 -1.5675 -0.2793
H -4.8328 -3.3499 -2.0211
H -2.5284 -3.6501 -2.9510
H -0.6899 -2.2373 -2.0735

Record 2
60
Properties=species:S:1:pos:R:3 method="wB97M-V/def2-TZVPD" lumo_energy_ev=-3.455 multiplicity=1 charge=+1
K -0.5675 -1.0663 1.3148
C 4.2026 -2.9670 -2.1122
C 2.8426 -3.5225 -1.9115
N 2.3891 -4.6210 -2.4117
N 1.1023 -4.6943 -1.9435
C 0.7270 -3.6754 -1.1655
S -0.7530 -3.4303 -0.4299
N 1.8639 -2.9106 -1.1403
N 1.9716 -1.7127 -0.4396
H 4.7505 -3.6286 -2.7767
H 4.7423 -2.8928 -1.1667
H 4.1599 -1.9728 -2.5598
H 0.5167 -5.4722 -2.1967
H 2.7202 -1.7854 0.2406
H 2.1848 -0.9642 -1.0910
Se 0.4884 0.3608 4.6187
N 0.3720 -1.0848 3.5940
C 0.2542 -2.1219 4.4122
C 0.1277 -3.4884 3.9999
C 0.0084 -4.4383 4.9563
C 0.0104 -4.1183 6.3580
C 0.1302 -2.8463 6.7978
C 0.2539 -1.7976 5.8290
N 0.3704 -0.5176 6.1317
H 0.1285 -3.7446 2.9464
H -0.0906 -5.4753 4.6623
H -0.0868 -4.9237 7.0740
H 0.1334 -2.5954 7.8497
C -4.5159 4.9864 -0.7902
C -4.2019 4.1950 -1.8854
C -3.3276 3.1232 -1.7482
C -2.7702 2.8433 -0.5075
C -3.0972 3.6283 0.5942
C -3.9617 4.7033 0.4518
As -1.5171 1.3795 -0.2258
C -1.1695 0.8098 -2.0425
C -1.9282 -0.0717 -2.7982
C -1.5154 -0.3997 -4.0835
C -0.3402 0.1408 -4.5928
C 0.4316 1.0053 -3.8275
C 0.0224 1.3459 -2.5425
C 0.7461 2.2404 -1.6070
C 1.9371 2.9092 -1.8699
C 2.5052 3.7198 -0.8959
C 1.8967 3.8669 0.3454
C 0.7097 3.1977 0.6176
C 0.1367 2.3972 -0.3585
H -5.1940 5.8225 -0.9016
H -4.6343 4.4123 -2.8541
H -3.0791 2.5203 -2.6117
H -2.6792 3.4050 1.5697
H -4.2084 5.3151 1.3104
H -2.8375 -0.5006 -2.3959
H -2.1047 -1.0771 -4.6870
H -0.0230 -0.1137 -5.5968
H 1.3444 1.4176 -4.2400
H 2.4192 2.8128 -2.8353
H 3.4269 4.2474 -1.1080
H 2.3464 4.5052 1.0946
H 0.2297 3.3204 1.5817

Record 3
59
Properties=species:S:1:pos:R:3 method="wB97M-V/def2-TZVPD" lumo_energy_ev="2.440 / 1.032" multiplicity=3 charge=-1
Pd 0.6010 -1.7800 0.2971
C 4.6704 1.7189 -1.2161
C 4.1002 0.3501 -0.9513
C 3.0212 -0.1266 -1.6808
C 2.4621 -1.3730 -1.4061
C 3.0058 -2.1510 -0.3805
C 4.1141 -1.7033 0.3263
C 4.6524 -0.4623 0.0414
S 2.2392 -3.7004 0.1140
O 3.2417 -4.7384 0.0429
O 1.7156 -3.4648 1.4594
N 1.1338 -3.8680 -1.0243
C 0.0840 -4.7638 -0.8830
C -1.4488 -3.9992 -1.0503
O -2.3327 -4.8321 -1.1533
O -1.3874 -2.7713 -1.0313
H 3.9948 2.3104 -1.8341
H 5.6331 1.6596 -1.7284
H 4.8255 2.2499 -0.2759
H 2.6013 0.4778 -2.4766
H 1.6804 -1.7784 -2.0351
H 4.5362 -2.3308 1.1014
H 5.5137 -0.1120 0.5981
H 0.0321 -5.2977 0.0694
H 0.0275 -5.4495 -1.7270
S -0.9825 -1.9589 2.2715
C -0.7877 -0.3164 2.8364
C -0.7193 -0.0302 4.2055
C -0.5614 1.2710 4.6512
C -0.4773 2.3214 3.7459
C -0.5653 2.0573 2.3858
C -0.7309 0.7582 1.9251
As -0.7473 0.1937 0.0584
C -0.6207 2.0020 -0.7406
C -1.7402 2.7909 -0.9931
C -1.5942 4.0898 -1.4594
C -0.3299 4.6200 -1.6749
C 0.7913 3.8416 -1.4269
C 0.6435 2.5409 -0.9667
C -2.6392 -0.1069 -0.3014
C -3.0111 -0.3121 -1.6268
C -4.3380 -0.5182 -1.9610
C -5.3065 -0.5291 -0.9660
C -4.9400 -0.3328 0.3561
C -3.6087 -0.1198 0.6890
H -0.7741 -0.8539 4.9060
H -0.4883 1.4698 5.7147
H -0.3419 3.3372 4.0964
H -0.5103 2.8750 1.6761
H -2.7271 2.3855 -0.8149
H -2.4750 4.6926 -1.6467
H -0.2200 5.6368 -2.0317
H 1.7816 4.2524 -1.5850
H 1.5211 1.9332 -0.7681
H -2.2440 -0.3353 -2.3929
H -4.6159 -0.6836 -2.9947
H -6.3443 -0.7044 -1.2230
H -5.6908 -0.3519 1.1366
H -3.3231 0.0200 1.7234

Record 4
60
Properties=species:S:1:pos:R:3 method="wB97M-V/def2-TZVPD" lumo_energy_ev=2.179 multiplicity=1 charge=-1 de_lowest_ev=0.000
Na -0.1088 -0.6651 0.0330
C -0.4234 2.5713 -4.4172
C 0.5340 2.3009 -3.2904
C 1.8621 2.7054 -3.3099
C 2.6858 2.4279 -2.2332
C 2.1291 1.7326 -1.1737
Br 3.2148 1.3059 0.3252
N 0.8806 1.3202 -1.1211
C 0.0992 1.6114 -2.1683
H 0.1070 2.8157 -5.3375
H -1.0799 3.4094 -4.1724
H -1.0626 1.7059 -4.5941
H 2.2584 3.2322 -4.1708
H 3.7251 2.7192 -2.2120
H -0.9208 1.2467 -2.1089
C 0.1471 3.9599 0.9537
C -1.3450 3.6252 1.0007
C -1.6938 2.8687 2.2612
C -1.7279 3.5698 3.4648
C -1.9316 2.9258 4.6719
C -2.0948 1.5476 4.6833
C -2.0777 0.8133 3.5059
C -2.2849 -0.6784 3.5395
C -3.7194 -1.0922 3.2091
C -1.8948 1.4809 2.2839
N -1.8617 0.7139 1.1025
C -2.7983 0.8908 0.2360
C -2.8776 0.2216 -1.0232
C -3.8184 0.4601 -2.0408
C -3.4554 -0.3726 -3.0988
C -2.3155 -1.0703 -2.6560
N -1.9618 -0.7216 -1.4159
H 0.4088 4.4786 0.0282
H 0.7407 3.0478 1.0099
H 0.4343 4.5941 1.7949
H -1.6019 3.0527 0.1112
H -1.9336 4.5467 0.9660
H -1.5787 4.6448 3.4438
H -1.9534 3.4885 5.5969
H -2.2408 1.0257 5.6230
H -2.0207 -1.0420 4.5359
H -1.6042 -1.1596 2.8353
H -4.4255 -0.6428 3.9108
H -3.8296 -2.1769 3.2612
H -3.9920 -0.7769 2.2019
H -3.6002 1.6107 0.4449
H -4.6519 1.1470 -1.9938
H -3.9496 -0.4773 -4.0530
H -1.7448 -1.8084 -3.2045
Cl 0.7079 -2.8883 2.1470
C 1.9726 -3.0215 0.9068
C 1.8701 -2.1955 -0.1884
C 2.8752 -2.3554 -1.1191
Cl 2.8437 -1.3384 -2.5671
C 3.9224 -3.2638 -0.9940
Cl 5.1504 -3.4202 -2.2087
C 3.9790 -4.0661 0.1445
Cl 5.2678 -5.2019 0.3492
C 2.9897 -3.9468 1.1158
Cl 3.0531 -4.9350 2.5395

In the order shown, the computed E values come out to -7158.64046; -7006.36511; -4558.42270; -6244.34817 Eh.